Record 1
A 6-piece molecular cluster, C34H79O4PS overall. Source: the Open Molecules 2025 dataset; level of theory: ωB97M-V/def2-TZVPD.

Element x y z (Å)
O  5.315  -3.409  0.015
P  3.919  -3.094  0.391
C  2.679  -3.960  -0.665
C  1.852  -3.013  -1.538
C  0.761  -2.255  -0.752
S  0.419  -2.732  0.944
O  -0.994  -2.863  1.097
O  1.162  -1.854  1.798
O  1.068  -4.172  1.157
C  1.708  -4.866  0.074
H  3.552  -3.390  1.714
H  3.545  -1.740  0.267
H  3.322  -4.570  -1.307
H  1.367  -3.621  -2.304
H  2.486  -2.289  -2.051
H  -0.197  -2.301  -1.263
H  1.029  -1.208  -0.623
H  2.191  -5.731  0.525
H  0.944  -5.231  -0.620
C  0.703  1.432  -0.883
C  2.200  1.415  -0.592
C  2.563  2.007  0.769
C  2.169  3.474  0.951
C  2.745  4.428  -0.095
C  4.269  4.450  -0.117
H  0.305  2.446  -0.921
H  0.481  0.963  -1.844
H  0.153  0.891  -0.107
H  2.733  1.942  -1.388
H  2.567  0.383  -0.622
H  3.639  1.892  0.928
H  2.078  1.414  1.551
H  2.499  3.796  1.944
H  1.080  3.564  0.955
H  2.373  5.435  0.115
H  2.366  4.170  -1.088
H  4.661  4.731  0.863
H  4.646  5.167  -0.847
H  4.685  3.474  -0.371
C  -6.583  -0.827  -1.887
C  -6.149  -1.793  -0.791
C  -6.523  -1.326  0.616
C  -5.910  0.015  1.022
C  -4.386  0.071  0.951
C  -3.687  -0.903  1.892
H  -6.106  0.149  -1.777
H  -6.324  -1.208  -2.876
H  -7.664  -0.671  -1.863
H  -5.068  -1.952  -0.852
H  -6.606  -2.770  -0.967
H  -6.233  -2.097  1.336
H  -7.613  -1.244  0.683
H  -6.225  0.250  2.043
H  -6.323  0.808  0.391
H  -4.070  1.090  1.195
H  -4.054  -0.106  -0.077
H  -3.971  -0.714  2.930
H  -2.604  -0.814  1.820
H  -3.934  -1.941  1.663
C  8.279  4.805  6.271
C  6.783  5.082  6.360
C  5.939  4.178  5.464
C  6.243  4.293  3.968
C  6.108  5.702  3.392
C  4.704  6.279  3.527
H  8.662  4.974  5.263
H  8.842  5.450  6.947
H  8.499  3.769  6.539
H  6.591  6.131  6.116
H  6.453  4.951  7.394
H  4.881  4.391  5.639
H  6.090  3.137  5.768
H  5.567  3.623  3.425
H  7.253  3.924  3.770
H  6.384  5.670  2.335
H  6.828  6.374  3.868
H  3.974  5.630  3.035
H  4.635  7.266  3.068
H  4.402  6.381  4.570
C  -1.315  -9.842  -4.211
C  0.175  -9.926  -3.899
C  0.566  -9.239  -2.591
C  0.267  -7.739  -2.543
C  0.921  -6.911  -3.647
C  2.444  -6.951  -3.617
H  -1.646  -8.809  -4.331
H  -1.554  -10.370  -5.135
H  -1.906  -10.288  -3.409
H  0.747  -9.499  -4.728
H  0.472  -10.975  -3.840
H  1.630  -9.407  -2.406
H  0.037  -9.722  -1.763
H  0.598  -7.356  -1.571
H  -0.814  -7.580  -2.574
H  0.587  -5.873  -3.545
H  0.561  -7.241  -4.626
H  2.818  -6.595  -2.652
H  2.877  -6.323  -4.397
H  2.827  -7.962  -3.759
C  -6.633  4.698  0.732
C  -6.941  4.922  -0.744
C  -6.598  3.720  -1.624
C  -5.122  3.319  -1.611
C  -4.146  4.413  -2.037
C  -4.362  4.899  -3.466
H  -5.570  4.522  0.901
H  -6.920  5.563  1.331
H  -7.177  3.831  1.115
H  -6.407  5.808  -1.099
H  -8.004  5.145  -0.861
H  -6.914  3.925  -2.650
H  -7.191  2.861  -1.293
H  -4.994  2.455  -2.273
H  -4.850  2.969  -0.611
H  -3.128  4.027  -1.938
H  -4.213  5.261  -1.349
H  -4.270  4.073  -4.175
H  -3.629  5.658  -3.741
H  -5.352  5.338  -3.597

Atoms 1-3, force components in eV/Å:
O -0.1 0.0 0.0
P 0.1 -0.1 0.0
C -0.1 0.1 -0.1

Results
Orbital gap = 10.839 eV
E_LUMO = 0.3 eV
Molar mass = 615.04 g mol⁻¹
SMILES string = O=[PH2][C@@H]1CCS(=O)(=O)OC1.CCCCCC.CCCCCC.CCCCCC.CCCCCC.CCCCCC
Net charge = 0
DFT total energy = -2383.3503 hartree
HOMO level = -10.53 eV


Record 2
A 7-piece molecular cluster, C34H86ClN6O15 overall in a non-equilibrium geometry. Source: the Open Molecules 2025 dataset; level of theory: ωB97M-V/def2-TZVPD.

Element x y z (Å)
Cl  0.631  -1.147  -1.991
O  0.645  -0.744  -0.603
O  0.310  0.070  -2.682
O  1.934  -1.592  -2.298
O  -0.389  -2.078  -2.284
C  2.661  2.462  -5.817
O  2.802  3.341  -4.663
C  2.964  2.575  -3.520
C  3.027  3.442  -2.252
N  1.783  4.204  -2.026
C  0.790  3.473  -1.251
C  -0.324  4.424  -0.855
O  -1.179  4.945  -1.960
C  -0.743  6.113  -2.669
H  2.168  1.511  -5.615
H  3.598  2.126  -6.259
H  2.177  2.895  -6.693
H  3.896  2.018  -3.618
H  2.176  1.823  -3.486
H  3.797  4.197  -2.413
H  3.263  2.832  -1.379
H  1.349  4.627  -2.834
H  1.096  2.922  -0.362
H  0.222  2.865  -1.955
H  0.158  5.244  -0.322
H  -0.948  3.933  -0.108
H  -0.646  6.914  -1.936
H  -1.398  6.533  -3.433
H  0.168  5.894  -3.227
C  9.037  -6.058  2.180
O  8.441  -4.875  1.631
C  8.999  -4.481  0.409
C  8.382  -3.150  0.008
N  8.989  -2.588  -1.241
C  8.631  -1.186  -1.384
C  7.072  -0.914  -1.529
O  6.631  -1.164  -2.865
C  5.334  -0.745  -3.169
H  8.687  -6.246  3.195
H  10.118  -5.966  2.286
H  8.619  -6.930  1.677
H  8.860  -5.294  -0.303
H  10.083  -4.416  0.513
H  8.406  -2.442  0.837
H  7.344  -3.350  -0.259
H  8.789  -3.203  -2.017
H  9.256  -0.781  -2.179
H  9.070  -0.677  -0.526
H  6.891  0.119  -1.232
H  6.455  -1.468  -0.822
H  5.018  -1.196  -4.109
H  5.372  0.323  -3.383
H  4.583  -0.947  -2.404
C  -4.100  -1.435  2.062
O  -5.026  -0.371  1.727
C  -5.301  0.443  2.847
C  -6.119  1.743  2.418
N  -5.659  2.356  1.175
C  -4.280  2.706  1.365
C  -3.197  1.764  0.862
O  -3.622  0.907  -0.260
C  -2.497  0.249  -0.804
H  -4.672  -2.306  2.380
H  -3.325  -1.155  2.777
H  -3.557  -1.739  1.167
H  -4.390  0.752  3.360
H  -5.849  -0.166  3.566
H  -6.241  2.501  3.192
H  -7.138  1.364  2.337
H  -6.215  3.192  1.067
H  -3.994  2.912  2.397
H  -4.070  3.666  0.893
H  -2.805  1.160  1.680
H  -2.354  2.400  0.591
H  -2.711  -0.069  -1.824
H  -2.368  -0.697  -0.278
H  -1.632  0.905  -0.898
C  -5.080  4.247  5.081
O  -3.773  4.077  4.678
C  -3.154  5.140  3.965
C  -1.653  4.755  3.827
N  -1.488  3.473  3.132
C  -0.015  3.124  3.109
C  0.172  1.823  2.403
O  -0.474  0.741  3.114
C  -0.238  -0.521  2.547
H  -5.543  3.269  5.208
H  -5.719  4.733  4.344
H  -5.155  4.746  6.048
H  -3.242  6.059  4.545
H  -3.548  5.320  2.965
H  -1.209  4.672  4.819
H  -1.104  5.483  3.230
H  -2.104  2.832  3.611
H  0.398  3.055  4.115
H  0.481  3.954  2.607
H  1.216  1.573  2.217
H  -0.177  1.883  1.372
H  -0.549  -1.347  3.187
H  0.829  -0.712  2.436
H  -0.719  -0.674  1.581
C  -2.087  -7.100  7.160
O  -2.532  -6.563  5.934
C  -1.506  -6.557  4.972
C  -2.144  -5.973  3.699
N  -1.135  -5.699  2.697
C  -1.683  -4.971  1.582
C  -0.556  -4.523  0.638
O  0.233  -5.622  0.146
C  1.360  -5.265  -0.597
H  -1.177  -6.687  7.595
H  -1.995  -8.183  7.085
H  -2.907  -7.042  7.876
H  -1.071  -7.532  4.750
H  -0.718  -5.924  5.380
H  -2.681  -5.063  3.968
H  -2.868  -6.677  3.290
H  -0.739  -6.600  2.472
H  -2.209  -4.126  2.026
H  -2.361  -5.628  1.036
H  0.073  -3.786  1.138
H  -1.017  -3.998  -0.198
H  2.008  -4.549  -0.091
H  1.036  -4.782  -1.519
H  1.995  -6.107  -0.870
C  -4.847  0.367  -6.557
C  -3.912  1.188  -5.587
C  -2.956  2.103  -6.360
O  -2.165  2.980  -5.566
C  -1.299  2.321  -4.600
N  -4.747  1.938  -4.654
H  -5.343  -0.516  -6.154
H  -4.334  0.058  -7.468
H  -5.698  0.955  -6.902
H  -3.289  0.469  -5.055
H  -3.594  2.727  -6.985
H  -2.345  1.535  -7.061
H  -0.690  3.134  -4.203
H  -0.694  1.441  -4.817
H  -1.882  2.104  -3.706
H  -5.303  2.576  -5.206
H  -4.299  2.596  -4.032

Atoms 1-3, force components in eV/Å:
Cl -0.4 3.3 1.7
O -0.3 -1.0 1.1
O 0.2 0.8 -1.6

Results
Energy relative to the best compared isomer or geometry (same formula, charge and spin) = 3.116 eV
Orbital gap = 8.460 eV
E_LUMO = 2.3 eV
Molar mass = 854.54 g mol⁻¹
Net charge = -1
DFT total energy = -3263.8091 hartree
HOMO level = -6.11 eV


Record 3
A 10-piece molecular cluster, C34H86N2O18 overall in a non-equilibrium geometry. Source: the Open Molecules 2025 dataset; level of theory: ωB97M-V/def2-TZVPD.

Element x y z (Å)
C  0.846  -2.109  4.518
C  0.458  -0.720  3.921
C  -0.870  -0.845  3.201
C  0.286  0.306  5.061
C  1.599  0.696  5.688
C  2.390  1.500  4.610
C  2.636  0.644  3.330
C  2.815  1.638  2.159
C  3.889  -0.252  3.576
N  1.505  -0.241  3.022
O  1.721  -1.014  1.877
H  1.481  -2.070  5.405
H  -0.114  -2.563  4.762
H  1.446  -2.686  3.814
H  -1.160  0.093  2.718
H  -0.745  -1.540  2.366
H  -1.729  -1.169  3.787
H  -0.216  1.183  4.647
H  -0.285  -0.070  5.916
H  1.514  1.363  6.544
H  2.179  -0.202  5.899
H  3.333  1.777  5.088
H  1.906  2.452  4.390
H  2.213  2.544  2.222
H  2.716  1.274  1.137
H  3.863  1.928  2.298
H  3.821  -1.145  2.956
H  3.933  -0.494  4.636
H  4.799  0.226  3.209
H  1.261  -0.541  1.172
C  6.138  1.121  -2.469
C  5.467  -0.283  -2.210
C  6.545  -1.366  -2.163
C  4.757  -0.126  -0.848
C  3.732  -1.155  -0.539
C  2.649  -1.196  -1.610
C  3.263  -1.372  -3.022
C  3.568  -2.832  -3.219
C  2.188  -0.880  -4.035
N  4.437  -0.450  -3.228
O  5.053  -0.752  -4.482
H  5.323  1.715  -2.872
H  6.695  1.355  -1.568
H  6.828  0.927  -3.294
H  6.877  -1.712  -3.138
H  7.338  -0.924  -1.547
H  6.394  -2.266  -1.555
H  5.547  -0.164  -0.094
H  4.210  0.816  -0.836
H  4.173  -2.151  -0.399
H  3.250  -1.022  0.436
H  2.041  -0.289  -1.511
H  1.985  -2.002  -1.294
H  4.137  -3.364  -2.453
H  4.188  -2.891  -4.118
H  2.643  -3.409  -3.281
H  1.912  0.174  -4.034
H  1.270  -1.425  -3.803
H  2.527  -1.098  -5.049
H  4.838  0.033  -4.997
O  -1.216  3.649  2.121
C  -1.426  4.537  1.024
C  -2.954  4.781  0.973
O  -3.429  5.273  2.211
H  -1.742  3.964  2.866
H  -0.958  5.498  1.249
H  -1.007  4.017  0.167
H  -3.465  3.822  0.864
H  -3.322  5.412  0.157
H  -2.988  6.077  2.504
O  -2.896  -2.566  -3.148
C  -2.411  -3.712  -3.860
C  -2.031  -4.837  -2.890
O  -3.143  -5.328  -2.220
H  -2.387  -2.546  -2.323
H  -3.269  -4.043  -4.448
H  -1.576  -3.427  -4.506
H  -1.196  -4.429  -2.296
H  -1.567  -5.648  -3.460
H  -3.733  -4.644  -1.871
O  -1.795  1.671  -1.230
C  -1.409  0.996  -0.043
C  -0.617  -0.285  -0.376
O  -1.472  -1.074  -1.256
H  -1.867  0.920  -1.851
H  -0.764  1.657  0.540
H  -2.276  0.711  0.561
H  -0.290  -0.864  0.486
H  0.235  -0.104  -1.033
H  -2.132  -1.444  -0.646
O  1.583  5.530  1.384
C  2.289  4.834  0.376
C  2.264  3.351  0.632
O  2.735  2.584  -0.476
H  1.331  6.378  1.013
H  1.854  5.078  -0.603
H  3.315  5.211  0.290
H  1.318  2.887  0.917
H  2.948  3.195  1.475
H  2.239  1.764  -0.510
O  0.717  -2.385  0.999
C  1.159  -3.383  1.952
C  0.076  -4.454  1.984
O  -0.223  -4.874  0.633
H  0.590  -2.910  0.196
H  2.067  -3.876  1.592
H  1.320  -2.791  2.848
H  -0.790  -4.038  2.504
H  0.410  -5.348  2.516
H  -0.771  -5.647  0.800
O  -6.261  6.329  -3.509
C  -5.895  5.147  -2.813
C  -4.459  4.828  -3.177
O  -4.053  3.615  -2.562
H  -7.186  6.493  -3.301
H  -6.057  5.171  -1.729
H  -6.554  4.302  -3.061
H  -3.867  5.624  -2.701
H  -4.252  4.827  -4.251
H  -3.092  3.658  -2.593
O  -6.491  -1.029  -0.625
C  -6.164  -0.484  -1.916
C  -4.709  -0.105  -1.863
O  -4.515  0.799  -0.778
H  -6.235  -0.335  -0.002
H  -6.396  -1.242  -2.665
H  -6.850  0.337  -2.146
H  -4.289  0.194  -2.826
H  -4.130  -0.994  -1.602
H  -3.800  1.415  -0.985
O  -4.840  -3.356  -0.865
C  -4.524  -3.605  0.517
C  -3.590  -2.531  1.011
O  -2.225  -2.619  0.584
H  -5.467  -2.613  -0.905
H  -5.379  -3.837  1.148
H  -3.944  -4.523  0.376
H  -3.539  -2.507  2.107
H  -4.061  -1.567  0.797
H  -1.969  -3.510  0.851

Atoms 1-3, force components in eV/Å:
C -0.1 0.9 1.2
C 0.8 -0.3 1.1
C -0.1 -0.1 -1.4

Results
Energy relative to the best compared isomer or geometry (same formula, charge and spin) = 8.324 eV
Orbital gap = 8.186 eV
E_LUMO = 0.4 eV
Molar mass = 811.06 g mol⁻¹
SMILES string = CC1(C)CCCC(C)(C)N1O.CC1(C)CCCC(C)(C)N1O.OCCO.OCCO.OCCO.OCCO.OCCO.OCCO.OCCO.OCCO
Net charge = 0
DFT total energy = -2810.3896 hartree
HOMO level = -7.78 eV